Density functional theory data (the ωB97M-V functional and the def2-TZVPD basis) for 13 unconnected molecules or ions with the total composition C3H32N2O13 at a distorted geometry.

Output
LUMO energy (spin up / spin down) ... -3.661 / -9.358 eV
HOMO (spin up / spin down) ... -12.5 / -12.5 eV
Kohn-Sham gap (spin up / spin down) ... 8.80 / 3.10 eV
Expectation value of S² ... 0.754
DFT total energy ... -1220.79721 Eh
ΔE to the lowest compared entry with this formula, charge and spin ... 1.253 eV

The geometry in ORCA input format:
```
! RIJCOSX wB97M-V def2-TZVPD def2/J DEFGRID3
* xyz 1 2
C -3.10 0.66 0.80
C -2.62 -0.80 0.87
C -1.18 -0.89 0.49
N -0.68 -2.14 0.41
O -0.43 0.05 0.17
N -2.31 1.47 1.71
H -4.11 0.82 1.19
H -3.08 1.09 -0.26
H -3.19 -1.35 0.09
H -2.88 -1.20 1.84
H 0.11 -2.17 -0.23
H -1.06 -3.03 0.65
H -2.70 2.40 1.77
H -1.34 1.49 1.39
H -3.68 -3.22 -0.81
H -2.49 -2.67 -1.68
O -2.89 -3.47 -1.31
H -1.25 1.53 -0.73
H -0.56 2.36 -1.70
O -0.95 2.45 -0.81
H -1.81 -0.60 -2.73
H -2.54 -1.54 -3.61
O -2.69 -1.04 -2.75
H 3.99 -1.97 -0.89
H 3.03 -2.56 0.12
O 3.53 -2.80 -0.68
H 0.33 4.16 1.00
H 0.29 2.65 0.52
O 0.87 3.37 0.83
H 1.14 -0.47 0.70
H 1.98 -0.36 1.94
O 2.01 -0.76 1.05
H 5.02 0.10 0.18
H 3.38 -0.21 0.10
O 4.23 -0.12 -0.33
H 0.43 -1.81 3.24
H 1.15 -2.15 4.44
O 1.34 -1.86 3.53
H 2.85 2.64 1.04
H 4.13 2.66 0.14
O 3.80 2.46 1.02
H 0.51 -0.19 -2.34
H -0.34 0.04 -3.67
O -0.32 0.12 -2.71
H -1.58 4.36 1.81
H -2.11 4.68 0.39
O -1.46 4.96 1.05
H 2.07 -2.14 -1.93
H 0.99 -2.98 -2.62
O 1.34 -2.10 -2.54
*
```

Partial atomic charges computed with the Löwdin method, in multiples of e: -0.125 -0.046 -0.473 0.235 -0.019 0.342 0.150 0.198 0.121 0.144 0.117 0.130 0.140 0.105 0.035 -0.015 -0.066 -0.013 0.080 -0.062 -0.023 0.103 -0.097 0.017 0.025 -0.071 0.016 -0.015 -0.063 0.014 0.069 -0.066 0.059 -0.024 -0.069 0.015 0.057 -0.045 -0.016 0.042 -0.064 0.044 0.087 -0.048 0.043 0.053 -0.041 -0.004 0.058 -0.032

Density functional theory data (the ωB97M-V functional and the def2-TZVPD basis) for 13 unconnected molecules or ions with the total composition C3H32N2O14 at a distorted geometry.

Output
LUMO energy ... 0.135 eV
HOMO ... -9.7 eV
Kohn-Sham gap ... 9.84 eV
DFT total energy ... -1296.37883 Eh
ΔE to the lowest compared entry with this formula, charge and spin ... 2.008 eV

The geometry in ORCA input format:
```
! RIJCOSX wB97M-V def2-TZVPD def2/J DEFGRID3
* xyz 0 1
N -0.54 3.40 1.90
C -0.48 1.91 2.03
C -0.89 1.46 3.46
O -1.78 0.35 3.42
C -1.11 1.27 0.81
N -1.47 2.08 -0.19
O -1.24 0.05 0.77
H -0.94 3.79 2.74
H 0.38 3.80 1.75
H 0.60 1.72 2.09
H -1.26 2.29 4.07
H 0.00 1.06 3.97
H -1.97 0.01 4.29
H -2.11 1.66 -0.86
H -1.37 3.07 -0.13
H -2.20 -2.25 -3.43
H -0.84 -2.24 -2.71
O -1.25 -2.16 -3.59
H 2.70 2.83 -3.54
H 1.52 2.04 -4.25
O 1.80 2.49 -3.45
H 0.88 -0.33 2.55
H 2.34 -1.06 2.28
O 1.84 -0.28 2.49
H -3.66 -1.03 -1.67
H -3.88 -2.52 -1.56
O -3.73 -1.82 -2.21
H 0.82 -2.96 -1.33
H 1.60 -1.56 -1.64
O 0.85 -2.01 -1.22
H 1.38 2.95 -1.66
H 0.95 2.16 -0.40
O 1.42 2.95 -0.70
H 3.43 -2.09 -0.15
H 4.17 -0.75 -0.45
O 3.49 -1.36 -0.77
H -3.29 -2.44 1.43
H -2.40 -1.24 0.75
O -2.96 -2.03 0.63
H -0.31 -2.69 0.32
H -1.60 -3.31 0.22
O -0.68 -3.59 0.34
H 1.81 -3.39 1.41
H 2.70 -4.18 0.48
O 2.60 -3.93 1.41
H 4.65 1.92 0.21
H 3.29 1.75 -0.51
O 4.01 1.26 -0.07
H -3.02 0.54 -3.36
H -1.66 1.12 -3.09
O -2.60 1.27 -2.89
*
```

Partial atomic charges computed with the Löwdin method, in multiples of e: 0.045 -0.248 -0.184 -0.058 -0.478 0.196 0.031 0.066 0.074 0.125 0.115 0.113 0.092 0.089 0.099 -0.003 -0.005 -0.084 0.059 0.056 -0.038 0.011 0.029 -0.036 0.031 0.042 -0.059 0.039 0.034 -0.064 0.002 0.022 -0.059 0.008 0.022 -0.066 0.062 0.005 -0.063 0.002 0.007 -0.084 0.014 0.036 -0.043 0.046 0.017 -0.054 0.039 0.050 -0.054